(1)
Below is a molecular structure, C16H22O5Ru in a non-equilibrium geometry, with properties calculated with ωB97M-V/def2-TZVPD.

Output
- net charge = +1
- E_LUMO (alpha / beta) (eV) = -4.76 / -4.81
- <S²> = 0.844
- multiplicity = 2
- total energy (eV) = -29759.7235
- largest force on an atom (Eh/bohr) = 0.046
- Kohn-Sham gap (alpha / beta) (eV) = 6.94 / 8.29
- HOMO energy (alpha / beta) (eV) = -11.696 / -13.097

Structure (XYZ):
```
44
C16H22O5Ru ωB97M-V/def2-TZVPD
C -0.50 1.30 2.58
H -2.78 2.32 3.99
C -3.29 1.91 3.12
H -3.24 -1.45 3.93
H 1.33 -1.24 -2.78
C 2.87 -0.51 2.45
H 0.83 -2.33 2.41
H -4.36 1.98 3.31
H 3.38 0.29 2.98
O -1.18 1.38 -1.16
C -3.31 -0.39 4.12
H 3.07 -1.46 2.95
H -3.07 2.54 2.25
C 0.46 -1.31 2.37
C 3.43 -0.76 -2.73
O -1.80 -1.35 -3.31
H 4.10 1.30 -3.08
H 1.57 1.90 2.57
H -1.58 -1.92 2.51
C 2.43 1.14 -1.69
Ru 0.00 0.04 0.26
H 3.61 -1.31 -3.64
C 3.18 0.73 -2.95
H 3.30 -0.58 1.45
H 2.56 0.87 -3.84
C 1.40 -0.25 2.40
C -1.52 -0.94 -2.25
H 2.20 -2.08 -1.45
C 0.88 1.07 2.47
C -1.50 0.98 -2.27
C 2.14 -1.16 -2.04
H 3.10 1.54 -0.92
H -4.35 -0.17 4.37
H -2.69 -0.14 4.97
O -1.80 1.37 -3.34
O 1.86 -0.07 -1.15
O -1.22 -1.32 -1.12
H 4.28 -0.90 -2.05
C -1.43 0.24 2.61
H 1.63 1.87 -1.89
C -0.92 -1.07 2.46
H -0.83 2.32 2.75
C -2.90 0.45 2.89
H -3.46 0.08 2.03
```

(2)
Below is a molecular structure, C16H23As2NNaO3 in a non-equilibrium geometry, with properties calculated with ωB97M-V/def2-TZVPD.

Output
- net charge = +1
- E_LUMO (eV) = -3.43
- total energy (eV) = -150685.0101
- largest force on an atom (Eh/bohr) = 0.065
- Kohn-Sham gap (eV) = 7.59
- HOMO energy (eV) = -11.018

Structure (XYZ):
```
46
C16H23As2NNaO3 ωB97M-V/def2-TZVPD
C 1.47 1.25 4.18
Na -0.90 2.01 0.70
H 0.77 -0.13 -6.54
C 2.10 -1.51 1.38
H -3.60 0.28 2.69
N 0.21 -0.42 -4.48
H -3.10 -1.96 3.81
H -0.76 -1.08 -6.30
C -0.51 0.73 -4.07
H 3.92 1.27 0.81
C -0.45 1.00 5.62
H 1.25 -2.10 1.73
C 0.82 1.49 5.39
As -1.51 -0.96 2.04
H -2.03 2.95 -3.92
O -0.74 1.03 -2.90
H -1.63 -2.97 3.63
H -2.72 1.41 1.66
H 1.34 2.09 6.16
H 0.55 -3.01 -6.08
As 1.63 0.40 1.39
H -2.12 -0.13 4.84
C 3.35 1.29 1.74
C 1.07 -2.13 -5.72
O 1.40 -2.34 -4.34
H 2.33 -1.80 0.35
C -1.05 1.53 -5.19
H -2.09 3.25 -5.78
H 2.48 1.60 4.04
H 2.96 -1.69 2.02
C -0.49 0.01 3.43
H 3.08 2.32 2.01
O 1.47 -1.00 -2.52
H 2.02 -2.03 -6.25
H -3.53 -0.05 0.90
C -3.00 0.33 1.78
C 0.25 -0.87 -5.89
H -0.94 1.20 6.57
H 3.85 0.78 2.57
C -2.38 -2.38 3.09
H -0.85 1.20 -6.20
C -1.76 2.65 -4.93
C 1.03 -1.24 -3.65
H -2.90 -3.04 2.39
C -1.12 0.25 4.64
C 0.81 0.51 3.19
```